1.
A structure of composition C43H59HfIN2P2SSi in a non-equilibrium geometry. Source: OMol25; level of theory: ωB97M-V with the def2-TZVPD basis set.

Structure (ORCA input):
```
! wB97M-V def2-TZVPD RIJCOSX def2/J DEFGRID3
* xyz 2 1
Hf 0.15523 -1.86682 -0.08287
I 2.38729 -3.50875 1.58175
S -0.61833 -4.86234 -0.72200
P -1.39791 -0.48003 2.17653
P 0.64918 -0.11802 -2.56888
Si -2.32712 -1.58134 -1.14428
N 1.25016 -5.64565 1.14866
N 2.39638 -0.59476 1.07358
C 2.88244 0.65613 1.09342
C 3.12632 -1.51163 1.72759
C 1.44118 2.39108 -1.65547
C -3.44987 -0.74850 0.16744
C -1.95002 -0.68053 5.09923
C 4.77071 0.06846 2.43351
C 0.36386 -1.25986 5.87232
C 3.30659 -0.84762 -3.14177
C -0.66955 -0.14903 5.73207
C 1.89307 -0.91095 -3.73158
C -4.78491 -0.59985 -0.21953
C 0.41671 -5.44978 0.35045
C -2.12664 -0.02345 -5.57787
C -5.43092 0.13929 1.95393
C -0.95195 -0.05077 -4.85146
C 1.73470 -3.32626 -2.92296
C -3.11780 -0.43980 1.49513
C -3.30721 -0.69007 -3.61778
C 0.20570 1.74775 2.72314
C -1.74325 -1.43400 3.78035
C -1.25679 1.35213 2.53714
C 3.48457 -1.82085 -1.98075
C -0.93360 -0.37048 -3.49301
C 0.79665 1.74992 -2.88615
C -0.65353 -2.49805 3.95305
C -2.13476 -0.73167 -2.85688
C 2.11619 4.37993 -3.01482
C -1.81457 2.16269 1.35656
C 0.28949 3.16720 3.29485
C 1.43596 3.75302 -4.22366
C -3.32059 -0.32229 -4.94776
C 3.17255 -3.24561 -2.42482
C -1.25890 3.59585 1.36206
C 4.30250 -1.23453 2.40452
C 4.03785 1.03156 1.75425
C -0.86654 4.02969 2.77132
C -3.18161 -3.24901 -1.55131
C 1.51293 2.22823 -4.14907
C 1.42729 3.91542 -1.73748
C 1.51170 -2.35491 -4.07842
C 0.63358 -1.90371 4.51426
C -5.76728 -0.15958 0.64448
C -4.11901 -0.00121 2.36314
H 0.88746 2.06318 -0.76676
H -3.32794 -3.86830 -0.66919
H 4.50819 -1.75871 -1.60774
H 3.84606 -3.52877 -3.23522
H 2.79931 -1.53297 -1.15798
H -6.78506 -0.05886 0.30413
H 0.25308 3.13154 4.38458
H -2.10358 0.22615 -6.62708
H 3.33468 -3.94722 -1.60449
H -4.25026 -0.29356 -5.49399
H 2.32718 1.39288 0.53469
H 1.28899 -0.85728 6.28698
H -2.90226 2.19540 1.40702
H -6.18366 0.47692 2.64953
H 1.91586 4.08779 -5.14313
H 1.38744 -2.68686 4.62085
H 0.47117 -2.40118 -4.41054
H 2.47648 2.04847 -1.57837
H -1.81520 1.58184 3.44853
H 1.03879 -3.08092 -2.08145
H 3.16780 4.08676 -2.99691
H -2.40548 -1.39042 5.79417
H 0.68518 1.71209 1.74351
H -0.03037 0.16759 -5.36738
H 4.36104 2.05972 1.73475
H -5.06871 -0.84066 -1.22946
H -0.90673 0.26075 6.71458
H 3.53868 0.16826 -2.81184
H 5.68245 0.31468 2.95631
H 2.56214 1.93372 -4.12396
H 1.05754 1.82121 -5.04986
H -0.25868 0.66505 5.13648
H -0.57272 5.07823 2.76419
H -2.68393 -1.95326 3.54280
H -2.66201 0.13612 4.98330
H -0.01250 -2.01828 6.56139
H -1.73094 3.94419 3.43046
H 4.02320 -1.10251 -3.92551
H -1.01125 -3.25864 4.64807
H 1.01906 -1.14414 3.81799
H 2.13357 -2.67642 -4.91619
H 4.82695 -2.03612 2.90038
H -4.16837 -3.07573 -1.97616
H 0.39387 4.26782 -1.73666
H -0.24993 2.08341 -2.93486
H -2.62984 -3.83662 -2.28223
H 1.93296 4.33479 -0.86528
H 0.39059 4.06494 -4.25740
H -0.37962 3.66661 0.72055
H 1.50822 -4.34180 -3.25238
H 2.07299 5.46528 -3.08455
H 1.88538 -0.32464 -4.65615
H -3.87351 0.23461 3.38771
H 1.24662 3.61229 3.01705
H 0.73966 1.05024 3.37160
H -4.24160 -0.96515 -3.15815
H -0.46711 -2.99653 2.98410
H -1.54858 1.67075 0.40782
H -2.01082 4.27560 0.96320
*
```

The HOMO energy comes out at -0.5126 hartree. The value obtained for the orbital gap is 6.86 eV. For the energy above the lowest of the compared OMol25 structures with the same formula, charge and spin, the calculation gives 268.0 kJ/mol. The molar mass comes out at 1031.45 u.

2.
A structure of composition C43H59N10O5TeTi in a non-equilibrium geometry. Source: OMol25; level of theory: ωB97M-V with the def2-TZVPD basis set.

Structure (ORCA input):
```
! wB97M-V def2-TZVPD RIJCOSX def2/J DEFGRID3
* xyz 0 4
Te 2.38336 0.56970 -0.30130
Ti -1.65814 0.73890 0.12260
O -3.14664 -2.82710 1.12160
O 1.43876 0.03840 -2.62390
O -1.74274 -0.66230 1.40560
O -2.43464 -0.85880 -1.16750
O -1.96974 0.45690 3.31530
N -2.03964 -3.07270 -1.44070
N -1.55674 3.80580 -2.86580
N 0.01996 0.30600 -0.90960
N -3.84244 0.77430 0.20300
N -2.04574 2.23120 -1.17050
N -3.16144 4.36850 -4.39430
N -0.12294 1.58850 1.63130
N -3.75214 2.93300 -2.69980
N -2.72774 2.80970 1.64320
N 0.06506 3.15790 -1.38320
C 7.08286 2.30630 -0.40710
C -4.73824 0.06160 0.88370
C 8.41406 2.98730 -0.30350
C 4.18556 -1.41000 -2.35060
C 5.02166 1.85000 -1.59460
C -0.97524 4.53870 1.65660
C -2.83654 3.68290 -3.27200
C -2.93114 -1.85010 4.64720
C 3.69326 -5.72670 0.10770
C 0.71456 2.69210 2.10610
C -2.50914 -4.39530 -1.78280
C -1.22104 3.05170 -1.82950
C 1.42376 -1.67760 1.90440
C -2.46314 4.23630 1.81090
C -0.79314 0.07500 -3.27940
C -5.61434 1.26310 -1.39740
C 6.29116 2.41690 -1.53570
C 3.61676 -2.14970 -1.18680
C -6.04404 -0.13670 0.48650
C 4.87856 0.18250 1.80960
C 2.80626 -1.52980 -0.23070
C 5.34036 0.97950 0.62630
C 3.39396 -4.26220 -0.01800
C 4.24366 1.99160 -2.87030
C -2.12974 -0.59900 2.65250
C -2.75614 -1.78410 3.25680
C -3.34954 2.21660 -1.62600
C 0.25416 0.14610 -2.16850
C -2.81164 -1.97770 -1.54490
C 3.89296 -3.50530 -1.06380
C -4.28004 1.40390 -0.94070
C 6.59766 1.56170 0.65860
C -3.87204 -3.93110 3.07660
C 4.53146 1.13500 -0.50210
C -3.24584 -2.85090 2.47330
C -0.09934 3.83660 2.69990
C -4.01614 -3.97440 4.45350
C -6.48944 0.47970 -0.70120
C 2.29246 -2.27720 0.83710
C -0.73294 -2.99450 -0.82400
C -3.54674 -2.93100 5.23880
C 2.60046 -3.62700 0.92560
C -4.17524 -2.14460 -2.16630
H -4.13434 -2.72220 -3.08470
H -5.89624 1.79910 -2.29010
H 0.01676 -3.44970 -1.47340
H 0.59656 4.55390 3.13790
H 3.96806 0.61950 2.22730
H 4.65896 -0.84260 1.50990
H 9.16196 2.31360 0.11160
H -3.71834 2.67870 1.45810
H -3.49224 -4.58420 -1.34960
H -4.49444 -4.82460 4.91220
H 8.33656 3.84770 0.36240
H 5.64426 0.16170 2.58360
H -4.13364 4.44190 -4.63060
H -0.81234 -0.95210 -3.64810
H 4.51926 -3.97930 -1.80650
H -2.57204 -1.02370 5.23900
H -6.70864 -0.75090 1.07220
H -2.52574 5.09600 -4.66750
H 8.75216 3.33940 -1.27440
H 1.91546 -0.81560 2.36000
H 4.68796 -2.08780 -3.03640
H 7.21146 1.44870 1.54280
H 0.39026 2.30270 -0.93390
H 0.46136 -1.36580 1.49070
H 2.77846 -6.28910 0.29040
H 2.22026 -4.19960 1.76000
H -1.78794 0.37560 -2.96050
H -0.73654 -3.51230 0.13780
H -0.48004 -1.94340 -0.66720
H 1.22946 -2.41010 2.68580
H 1.31756 3.07550 1.27290
H 6.65836 2.96120 -2.39390
H -2.81344 4.60720 2.78830
H -2.65064 -1.99760 0.91420
H 4.16436 -6.10950 -0.79410
H -3.66434 -2.97130 6.31230
H -4.83204 -2.64170 -1.45540
H -2.56514 -4.52410 -2.86720
H -4.24344 -4.72830 2.44990
H -3.00124 4.78350 1.03060
H -0.70854 3.44740 3.51750
H 4.23046 3.02850 -3.20400
H 4.90666 -0.67370 -2.00660
H 4.72086 1.40360 -3.65520
H -4.58644 -1.15940 -2.37180
H -0.67264 4.20910 0.66170
H 3.22206 1.63220 -2.75120
H -0.45344 0.72210 -4.08890
H -0.70424 1.27290 2.42820
H 4.36486 -5.91020 0.94660
H -2.53274 2.31340 2.51450
H -4.39974 -0.36350 1.82190
H -1.80974 -5.12770 -1.38420
H -0.84234 5.62000 1.71930
H 0.68906 3.58110 -2.05610
H -7.50664 0.34510 -1.03980
H 3.39066 -0.88870 -2.87730
H 0.50856 0.81270 1.41880
H 1.40576 2.33680 2.88870
*
```

The HOMO energy (alpha / beta) comes out at -0.1894 / -0.2820 hartree. The value obtained for the orbital gap (alpha / beta) is 5.60 / 6.85 eV. For the energy above the lowest of the compared OMol25 structures with the same formula, charge and spin, the calculation gives 103.2 kJ/mol. The molar mass comes out at 971.48 u.

What is the energy above the lowest of the compared OMol25 structures with the same formula, charge and spin in the first record?
268.0 kJ/mol